Molecular formula: C42H111F6N10O15S2Ti
Method: DFT, ωB97M-V/def2-TZVPD

```
! RIJCOSX wB97M-V def2-TZVPD def2/J DEFGRID3
* xyz 0 4
Ti 3.0553 -0.1791 0.2868
S 0.3700 -1.7252 -1.3759
S -0.3131 -0.6890 0.8441
F -2.0306 1.4934 0.7641
F 2.9585 -2.1629 -2.0854
F 2.0521 -0.3215 -2.9983
F -0.1571 1.8052 -0.2658
F 1.6037 -2.3505 -3.7780
F -0.1940 1.8509 2.0011
O -0.9328 0.3759 -7.7921
O 3.6034 -2.2589 1.6592
O -1.9393 4.7154 3.4275
O 0.2988 -3.1524 -0.9928
O 3.8982 1.6353 -0.8290
O 0.1549 -0.9654 2.2483
O -5.5944 2.1042 2.4748
O -0.7340 -1.1113 -2.0278
O -1.5656 -1.3609 0.5807
O 4.3059 -0.3100 -7.0304
O -3.8495 -4.2380 -2.3414
O -0.7590 -4.0450 4.3621
O 2.3560 5.5411 1.3949
O 0.5950 -8.7187 -0.3529
O -1.2821 3.2342 -4.0348
N 5.5181 -0.7044 -0.1738
N 3.0442 -7.5204 -1.3519
N -4.4182 5.3086 3.7091
N -3.3213 0.9789 -4.1315
N 3.5219 3.3430 2.8982
N -2.3814 -4.1472 2.2081
N -3.1003 6.0873 0.9011
N 2.7565 0.5161 2.5852
N -6.2587 -3.7068 -0.8736
N 0.9404 -0.8115 -0.2448
C 1.7941 -6.7740 -1.3247
C -4.9804 3.3725 2.3615
C -3.7854 -3.4543 -1.1368
C -2.0094 5.0620 0.9679
C 2.2152 3.7402 4.8832
C -1.2418 4.7010 4.7077
C -3.6879 1.3169 -1.7629
C -1.0721 -5.9016 1.0516
C -5.0520 3.9808 3.7591
C 3.9030 1.7260 -5.6379
C 2.2743 3.9938 3.3322
C -0.2217 -4.6106 3.1414
C -1.2091 5.1823 2.2801
C 0.1499 -3.3134 5.1637
C 4.0562 0.2489 4.5778
C 5.2910 1.7446 -0.7674
C -6.4540 4.1610 4.2245
C -0.7233 1.2458 0.8678
C -1.0888 5.3591 -0.2107
C -2.9263 -5.3353 -2.3871
C -0.5615 1.0984 -6.6555
C -0.4364 0.1779 -5.5072
C -0.4505 -9.7407 -0.4995
C 0.1123 3.6308 -3.9460
C 2.3786 6.8138 0.8742
C -1.4116 -5.2233 2.4197
C 3.8450 0.1568 -5.7658
C -5.1723 -2.7410 -0.9448
C 3.2974 2.8550 -1.2015
C 1.8280 -5.7394 -2.4094
C 5.5751 0.0105 -2.5373
C 2.8520 -3.4050 1.3379
C 2.3900 5.4745 2.8196
C -5.1036 -1.9434 0.3985
C -3.1853 2.0015 -3.0363
C 0.5772 -7.7132 -1.4490
C 1.8760 -1.6351 -2.6643
C -5.7659 1.4053 1.2593
C -1.6941 2.4735 -2.8886
C 5.8841 0.3862 -1.0993
C 3.7898 -0.2922 3.1042
C 3.3854 -1.7614 2.9620
H 3.0302 1.4510 2.8518
H -0.4161 -7.2692 -1.5161
H -0.7545 -6.9399 1.1478
H -1.8996 -4.9789 -2.3034
H 5.8875 -0.5587 0.7549
H -2.3127 -3.6843 3.1031
H 4.4764 1.2545 4.5963
H -1.9786 4.6898 5.5109
H 0.9620 -3.9613 5.4935
H 1.6897 7.4449 1.4357
H -6.5291 4.6692 5.1859
H -3.2410 -6.0825 -1.6586
H 5.6139 2.0232 0.2357
H 1.7972 -6.1564 -3.4160
H 2.8667 -0.2907 -5.5904
H -0.3095 -5.2443 0.6340
H -4.6973 0.9857 -2.0070
H 3.5472 -0.5222 -7.5791
H -4.8038 1.0348 0.9052
H 3.2438 -3.8229 0.4105
H 6.9593 0.5585 -1.0518
H 5.9826 -1.5612 -0.4388
H -3.4501 5.0810 3.5326
H -0.2712 -2.9696 6.1085
H 3.3538 7.2369 1.1152
H 4.6508 -0.2602 2.4366
H 1.6252 6.1649 3.1751
H 2.2200 2.7015 -1.1393
H -6.0752 -4.1689 0.0056
H 3.3721 5.8008 3.1617
H -1.4931 2.9748 -1.9418
H -4.4427 5.7310 4.6262
H -1.9843 -3.4923 1.5496
H 0.7275 2.8557 -3.4890
H -1.2035 1.8944 -6.2782
H 3.7086 3.8185 2.0269
H -1.0605 1.5948 -2.7684
H -4.2641 -1.2509 0.3375
H -6.3437 0.5141 1.5040
H -1.4370 -9.3020 -0.3496
H 0.9025 -5.1762 -2.2889
H 5.8744 0.6813 -3.3426
H 1.7962 -3.1548 1.2339
H -3.0964 0.1068 -3.6744
H -6.1320 1.9830 0.4106
H -0.8751 6.4279 -0.2213
H -0.2799 -10.5216 0.2415
H -0.0867 4.9483 -0.0876
H 0.4529 -0.4485 -5.5776
H 3.1351 0.2193 5.1598
H 1.8810 0.3220 3.0500
H -3.7488 2.8792 -3.3528
H 0.3472 3.9221 -4.9697
H -0.3725 4.5081 2.0966
H -7.0907 4.7459 3.5607
H 3.5136 3.7776 -0.6628
H -0.1310 0.7382 -4.6235
H -0.6186 5.5789 4.8782
H -4.9582 -2.5784 1.2725
H -0.4973 -10.2812 -1.4449
H -1.8934 -5.9662 0.3379
H -2.5326 1.1692 -4.7329
H 3.5553 3.0567 -2.2412
H 2.1883 6.7640 -0.1979
H -6.9466 3.1952 4.3373
H 3.0491 -4.0812 2.1697
H 4.7145 -0.4249 5.1261
H -2.3459 4.0320 0.8496
H 3.4002 2.0510 -4.7271
H 4.4881 -0.2766 -4.9999
H -1.8884 -6.0063 3.0092
H 0.7280 -8.2498 -2.3857
H 0.3010 -3.8591 2.5497
H -3.8568 5.6868 0.3651
H -6.0618 -1.4287 0.4690
H 1.3792 3.5152 2.9348
H 0.6163 -2.4679 4.6581
H 0.3806 1.5958 -6.8858
H 3.0012 -8.2283 -0.6328
H 1.3591 4.2846 5.2817
H 3.7789 -6.9276 -0.9930
H -3.6258 -4.1512 -0.3140
H 4.9600 1.9887 -5.5948
H -3.4792 6.1131 1.8370
H -3.9520 3.3672 2.0003
H -4.6120 3.3249 4.5104
H 2.0593 2.6764 5.0620
H -2.9463 -2.7589 -1.1196
H -3.0461 0.5082 -1.4133
H 3.1346 3.9816 5.4165
H -0.7118 3.7662 4.8901
H 2.6142 -4.9847 -2.3897
H -0.7425 6.1620 2.3826
H -5.2870 -2.0266 -1.7600
H -5.5253 3.9248 1.5959
H 5.7729 2.4272 -1.4673
H -1.8736 0.1870 -7.8211
H -3.7446 2.0212 -0.9329
H -1.2579 -0.5116 -5.3130
H -6.0358 -4.4046 -1.5689
H 0.5546 -5.3406 3.3705
H 0.3319 4.5492 -3.4014
H -3.1116 -5.6878 -3.4018
H 3.5536 2.3305 -6.4750
H 3.9436 -2.3256 3.7092
H -1.4606 5.1185 -1.2067
H 4.5079 -0.1272 -2.7116
H 1.6927 -6.1681 -0.4243
H 4.2997 3.5950 3.4913
H 6.0244 -0.9527 -2.7792
H 2.3428 -1.9236 3.2353
*
```

Calculated values
E_LUMO (alpha / beta) in eV: -0.5 / -0.5
Orbital gap (alpha / beta) in eV: 4.50 / 8.09
Energy in Eh: -5587.66693
Energy relative to the best compared isomer or geometry (same formula, charge and spin) in kcal per mole: 8.25
E_HOMO (alpha / beta) in eV: -4.971 / -8.605

Molecular formula: C42H111N5O19
Method: DFT, ωB97M-V/def2-TZVPD

```
! RIJCOSX wB97M-V def2-TZVPD def2/J DEFGRID3
* xyz 0 1
O 0.4670 -2.3981 1.5771
O 0.9759 -6.2556 -2.0480
O -3.5583 1.2061 0.3736
O -0.3753 2.9949 -4.8752
O 1.9027 -3.8191 -3.4034
O 5.4401 7.1625 3.6387
O 1.6708 4.0031 -0.5955
O 1.2467 2.4186 2.9957
O -5.1603 -2.8388 2.0788
O 4.6933 -3.7845 -3.1274
O -2.5050 -6.2609 -2.8339
O 4.1110 2.6750 -0.5084
O -1.8272 -4.0010 1.5181
O 0.3178 -0.1626 8.3333
O -2.4836 -0.5702 -4.9958
O -0.3589 0.1379 -0.8724
O -1.2273 6.6810 -2.7726
O -2.2318 -3.5129 5.3066
O -1.5071 -5.8912 -0.4041
N -1.0376 4.5732 -1.0491
N -0.5059 -0.7844 5.6953
N -2.3869 1.6886 -2.1198
N -2.0443 -3.1655 -3.6416
N 3.7036 4.0515 2.9015
C 3.2019 0.9477 -2.0438
C 0.6107 -1.4794 0.5249
C -0.6555 3.8869 0.2133
C 1.8200 5.2169 0.1189
C -1.2416 6.9010 -4.1547
C 0.9461 3.6464 -4.9420
C 1.2046 0.0368 7.1821
C -2.1322 2.2470 -3.4220
C 0.3381 -1.4942 8.8948
C 4.1220 5.4062 2.5462
C -2.5724 -3.7699 -2.4272
C 0.9271 -5.9519 -0.6575
C -3.0865 -3.3312 1.2410
C -1.8318 -6.2722 -4.0440
C -3.3340 -5.0978 -2.5593
C -0.6684 -0.8156 0.0735
C -4.0090 -3.6338 2.3576
C 4.5475 -2.5957 -2.3739
C 2.7226 3.9926 3.9507
C -0.9563 -3.0711 4.8919
C 1.7709 -2.8897 -5.6933
C 0.8569 1.1071 2.7099
C -0.7521 2.7201 -3.5071
C -2.4013 5.9895 -2.3458
C 0.8920 -0.8654 6.0778
C 5.1663 5.7716 3.5487
C 0.6587 3.1801 -0.0987
C 3.8128 1.2907 -0.6810
C -3.6770 1.0744 -1.9535
C -1.2144 -0.9693 -4.4889
C -4.3906 1.1156 1.5263
C -2.2887 -0.0495 -6.2656
C 4.7791 7.8619 4.7474
C -1.4356 -1.9067 -3.2817
C 3.9498 -2.9224 -1.0474
C -1.0349 -1.5986 4.5815
C -2.2162 -4.9492 5.2450
C -3.8622 0.2811 -0.6674
C -0.3203 -6.5516 -0.1123
C -2.1801 5.4138 -0.9857
C 2.1725 2.5764 4.0768
C 1.3068 -3.8929 -4.6686
H 1.2827 -0.6446 0.8932
H 4.7770 0.8010 -0.6409
H -0.7845 4.5265 1.1050
H 3.2135 6.0921 2.7449
H 3.6855 7.9755 4.6605
H 1.8068 -6.5251 -0.2311
H -5.7330 -2.6960 2.8287
H -3.3157 6.6897 -2.3423
H 1.0813 1.0539 6.8505
H 5.6071 -2.1677 -2.3167
H 4.0789 -1.8237 -2.9568
H -0.5345 -1.3255 3.7116
H 3.1672 0.9624 0.1645
H -4.3179 -4.7386 2.3708
H 5.1764 8.8510 4.7908
H 5.1048 7.4161 5.6805
H 2.1892 1.4139 -2.1491
H 4.0876 -2.0843 -0.3089
H -1.4379 3.0860 0.3155
H -0.3229 -2.1887 8.3696
H -0.9612 -5.6330 -4.0173
H 2.8413 -3.1085 -5.8247
H 1.4206 -1.8965 8.8627
H 4.2260 -3.8529 -0.6846
H 1.8935 4.7622 3.7745
H -0.3624 -6.5787 1.0007
H 1.1222 -1.9240 6.2833
H -3.4322 -3.3000 3.2126
H -3.2424 -3.0880 -1.8708
H 1.2816 -2.9900 -6.6405
H -1.6660 -5.9804 -1.3803
H -2.2077 7.3400 -4.4287
H -0.3059 -7.6076 -0.4025
H -2.2709 2.4199 -1.4393
H 0.1199 1.0571 1.9235
H 2.8879 -3.7879 -3.4741
H 1.4928 -5.5609 -2.4675
H -2.6563 5.1769 -2.9943
H -1.7392 -4.7624 0.8727
H -4.8692 -0.1180 -0.5566
H -1.6602 0.8859 -6.3053
H 4.7590 5.4241 4.5509
H 1.0176 5.9981 -0.1212
H -5.4350 1.0380 1.1553
H -4.0039 -5.1154 -3.4414
H -1.4391 -5.4429 5.8765
H -3.8334 -5.3667 -1.6597
H 0.0760 -1.4115 9.9975
H -1.7003 -3.8732 -1.7440
H 3.2911 3.6893 2.0455
H -0.2679 -3.0576 1.4654
H -0.1521 1.8408 -3.1960
H -0.2645 5.1291 -1.3849
H 1.6959 2.8336 -4.8979
H 3.0820 -0.0931 -2.2067
H -0.5658 -1.4391 -5.1693
H -1.2776 -1.6380 -0.2908
H -3.2015 -5.1970 5.6655
H -3.4452 -3.7552 0.3065
H -2.5370 -5.8945 -4.8093
H -0.6820 -3.6251 4.0170
H 3.0396 1.8415 4.0102
H -0.3992 7.5734 -4.3500
H 0.5497 0.5766 3.5393
H -2.1893 -1.3526 -2.6910
H 2.2403 -0.1053 7.5251
H -2.3054 1.4876 -4.1344
H 1.8392 5.0789 1.2293
H 0.5106 2.4639 -0.8614
H -0.4927 -2.0517 -2.7119
H -3.0051 -2.1824 1.2155
H -0.5756 3.6173 -2.8640
H 1.0034 4.1696 -5.8429
H -2.1969 6.1747 -0.2470
H -4.4624 1.7834 -1.9362
H 3.2705 3.1655 -0.7152
H -1.2217 -0.3755 0.9518
H -0.6838 -0.1015 -4.0480
H -2.0684 -1.3294 4.6451
H -0.1555 -3.3865 5.5345
H -2.7843 3.0561 -3.8341
H 1.7832 0.6056 2.4042
H -2.0202 -5.3626 4.2232
H -1.4727 -7.2830 -4.2972
H 0.2596 -3.7862 -4.5122
H -2.7567 -2.9320 -4.3274
H 2.8409 5.5455 -0.1295
H 1.1278 -4.9294 -0.5295
H 2.8448 -3.1431 -1.2608
H -1.1875 0.5034 -1.3018
H 4.8337 -4.5786 -2.5776
H -3.3134 0.2028 -6.6704
H -4.2610 2.0546 2.0667
H 1.0195 4.3767 -4.1417
H 6.1540 5.3157 3.2864
H 1.0946 -1.8929 -0.3332
H 3.1034 4.3525 4.9193
H -4.2128 0.2145 2.2576
H 3.8576 1.3136 -2.8002
H 1.6696 2.5990 5.0577
H 1.3125 -4.8675 -5.1360
H -3.8544 0.3606 -2.7288
H -1.0339 5.9290 -4.7494
H -1.7237 -0.6656 -6.9253
H 0.9846 2.6880 0.8286
H 1.5149 -0.5818 5.1669
H -3.1573 -0.5032 -0.6229
H -3.0006 4.7399 -0.7803
H -1.0080 -0.8602 6.5002
H 1.6039 -1.8611 -5.2152
H 4.3797 5.4680 1.5134
*
```

Calculated values
E_LUMO in eV: 0.6
Orbital gap in eV: 8.92
Energy in Eh: -3369.75721
Energy relative to the best compared isomer or geometry (same formula, charge and spin) in kcal per mole: 44.23
E_HOMO in eV: -8.334